1.
A 4-piece molecular cluster, C17H35Cl4N3 overall, computed with ωB97M-V/def2-TZVPD.

Values from the calculation:
SMILES: ClC(Cl)(Cl)Cl.c1cc[nH]c1.CCN(CC)CC.CCN(CC)CC

ORCA input file:
```
! RIJCOSX wB97M-V def2-TZVPD def2/J DEFGRID3
* xyz 0 1
C -12.3292 8.3660 2.3344
C -11.6377 7.0188 2.2642
N -10.9303 6.6311 3.4878
C -11.7835 6.7126 4.6461
C -11.1004 6.3451 5.9595
C -10.2527 5.3558 3.3158
C -11.1424 4.1132 3.3127
H -13.2887 8.2848 2.8473
H -12.5852 8.6582 1.3134
H -11.6644 9.0898 2.7930
H -12.3323 6.2289 1.9145
H -10.8918 7.0633 1.4557
H -12.1765 7.7319 4.7224
H -12.7271 6.1333 4.5280
H -10.7095 5.3288 5.9279
H -10.2593 7.0171 6.1429
H -11.8100 6.4473 6.7775
H -9.5348 5.2587 4.1395
H -9.6465 5.4181 2.4132
H -11.5293 3.9499 2.3013
H -11.9927 4.2355 3.9763
H -10.5598 3.2260 3.5562
C -16.9126 6.7982 -0.4906
C -18.2898 6.6461 0.0954
N -18.4790 7.3006 1.4004
C -19.8137 6.9879 1.9140
C -19.9972 7.3519 3.3728
C -18.2542 8.7530 1.3771
C -19.2596 9.6159 0.6204
H -16.3466 5.8636 -0.3595
H -16.2717 7.5552 -0.0449
H -16.9268 6.9328 -1.5727
H -19.0719 6.9574 -0.6236
H -18.4837 5.5833 0.2592
H -20.5789 7.4668 1.2781
H -19.9910 5.9117 1.8243
H -19.2800 6.7979 3.9785
H -19.8896 8.4209 3.5700
H -21.0039 7.0652 3.6833
H -17.2885 8.8871 0.8914
H -18.1522 9.1043 2.4027
H -19.4090 9.3038 -0.4124
H -18.8218 10.6200 0.5981
H -20.2238 9.7481 1.1134
C -18.1507 11.6286 4.1316
Cl -19.8249 11.8530 3.6178
Cl -17.1086 11.6883 2.7084
Cl -17.6892 12.8974 5.2720
Cl -17.9935 10.0507 4.8965
N -16.3858 5.9683 3.0405
C -15.6907 4.8260 2.8201
C -15.1445 4.4149 4.0135
C -15.5172 5.3403 4.9911
C -16.3102 6.2797 4.3679
H -16.9759 6.4682 2.3733
H -15.7783 4.3327 1.8683
H -14.6072 3.4880 4.1359
H -15.1957 5.2893 6.0175
H -16.8299 7.1444 4.7443
*
```

Mulliken population analysis, charges in e, atoms 1 to 2: -1.44, -0.22

---

2.
C42H103AsF6N4O24P5 as an isolated structure, computed with ωB97M-V/def2-TZVPD.

ORCA input file:
```
! RIJCOSX wB97M-V def2-TZVPD def2/J DEFGRID3
* xyz -1 1
As -0.6324 -0.9157 0.5238
F 0.5987 0.3418 0.3758
F -1.4632 0.1451 1.6499
F -1.8810 -2.1235 0.7845
F 0.2473 -1.9271 -0.6047
F 0.3344 -1.7309 1.7487
F -1.5917 -0.2347 -0.7816
C -4.3449 -4.0881 -3.4532
O -4.8793 -5.1677 -3.6480
N -3.5156 -3.8169 -2.4250
C -2.6887 -2.6114 -2.4140
C -3.0604 -4.8653 -1.5338
H -4.5388 -3.2292 -4.1185
H -2.8535 -2.0924 -1.4723
H -3.0746 -1.9247 -3.1680
H -1.6177 -2.7910 -2.4940
H -3.8462 -5.6114 -1.4268
H -2.1573 -5.3401 -1.9147
H -2.9093 -4.4739 -0.5273
C -7.1171 -1.3697 1.4733
O -8.3302 -1.3268 1.3650
N -6.3096 -1.7838 0.4693
C -6.8115 -2.2344 -0.7966
C -4.8762 -1.8386 0.6639
H -6.5403 -1.0387 2.3470
H -6.7374 -1.5540 -1.6475
H -7.8711 -2.4886 -0.7441
H -6.3659 -3.1888 -1.0899
H -4.3782 -1.1337 -0.0042
H -4.5206 -1.7523 1.6887
H -4.4925 -2.8344 0.4140
C 3.3518 1.4229 1.9379
O 4.3164 1.9148 1.3977
N 2.8428 1.9262 3.1050
C 1.6040 1.3709 3.6198
C 3.4158 3.0530 3.8025
H 2.7873 0.5563 1.5739
H 1.3360 0.4237 3.1613
H 0.7750 2.0860 3.6182
H 1.7246 1.1662 4.6925
H 4.3477 3.3472 3.3292
H 2.7192 3.8951 3.7367
H 3.5275 2.8227 4.8634
C 1.8149 1.2410 -2.3531
O 2.9718 1.5003 -2.1066
N 1.4066 0.8621 -3.6058
C 0.1425 0.1704 -3.7665
C 2.1206 1.2003 -4.8304
H 0.9821 1.1065 -1.6457
H -0.4821 0.5658 -4.5749
H -0.4613 0.1168 -2.8631
H 0.3710 -0.8627 -4.0557
H 3.0950 1.5905 -4.5518
H 2.2305 0.2855 -5.4181
H 1.4915 1.8931 -5.3929
C 0.4991 3.3884 0.6856
C 0.4726 4.8580 1.0734
O 1.6931 5.3577 1.6834
P 2.9988 5.6029 0.8018
O 3.4588 4.5444 -0.0908
O 4.1256 6.0738 1.8393
C 3.8974 7.2137 2.6704
C 5.1190 8.1133 2.7469
O 2.5504 6.9790 0.0682
C 3.4625 7.7696 -0.6931
C 2.7271 9.1042 -0.9375
H -0.3725 3.0664 0.1203
H 1.3207 3.3063 -0.0365
H 0.7885 2.7047 1.4769
H 0.2652 5.5131 0.2257
H -0.3309 5.1070 1.7661
H 2.9841 7.7474 2.4126
H 3.7620 6.8197 3.6836
H 5.3739 8.3979 1.7211
H 4.9415 9.0299 3.3074
H 6.0015 7.6279 3.1609
H 4.3687 7.9303 -0.1112
H 3.6112 7.2810 -1.6568
H 3.1857 9.6722 -1.7431
H 1.6719 8.8450 -0.9867
H 2.8178 9.7135 -0.0327
C -3.9753 1.5916 0.3530
C -4.5310 2.9589 0.0814
O -4.0748 3.3703 -1.1954
P -3.0355 4.5653 -1.3944
O -2.3081 4.8815 -0.1596
O -3.9417 5.7533 -1.9757
C -3.3680 6.7910 -2.7614
C -4.2443 7.0063 -3.9708
O -2.2202 4.1385 -2.6972
C -1.8245 2.7905 -2.9239
C -2.7678 2.1500 -3.9485
H -4.1747 0.9142 -0.4845
H -2.9037 1.5497 0.5474
H -4.4591 1.0692 1.1841
H -5.6081 3.0699 0.2230
H -4.1388 3.6399 0.8476
H -3.3662 7.6747 -2.1121
H -2.3147 6.6863 -3.0353
H -5.2648 7.1525 -3.6012
H -4.0346 7.8859 -4.5788
H -4.3226 6.1319 -4.6185
H -0.8064 2.7615 -3.3154
H -1.7753 2.1783 -2.0191
H -3.7805 2.0312 -3.5595
H -2.8219 2.8386 -4.7926
H -2.4531 1.1478 -4.2388
C -2.2221 -8.3561 -3.3900
C -1.9484 -8.9288 -2.0082
O -1.6584 -7.8704 -1.0901
P -0.1061 -7.5834 -0.8176
O 0.7111 -7.7695 -2.0400
O -0.0890 -6.1869 -0.0894
C 0.9617 -5.2439 -0.1884
C 1.5399 -4.8128 1.1569
O 0.2933 -8.6186 0.3351
C -0.3458 -8.5497 1.6143
C -0.2927 -9.9219 2.2198
H -1.4814 -8.5386 -4.1748
H -3.1573 -8.7238 -3.8211
H -2.3069 -7.2708 -3.4486
H -2.8828 -9.4191 -1.7261
H -1.1860 -9.7083 -2.0030
H 1.7408 -5.5316 -0.8981
H 0.6028 -4.2967 -0.6072
H 1.8474 -5.6652 1.7669
H 2.3702 -4.1389 0.9599
H 0.7499 -4.2974 1.7044
H 0.1325 -7.8698 2.3248
H -1.3819 -8.2214 1.4999
H -0.8128 -9.9079 3.1796
H -0.7837 -10.6396 1.5619
H 0.7458 -10.2110 2.3802
C 10.3397 -0.4468 -1.6789
C 8.9261 -0.2879 -2.2222
O 8.1418 -1.4221 -1.8974
P 6.5258 -1.2705 -1.9931
O 5.9684 -0.1161 -1.3055
O 6.1793 -1.4243 -3.5224
C 6.0207 -0.3462 -4.4331
C 5.1323 -0.8558 -5.5470
O 6.0904 -2.6810 -1.4228
C 4.8991 -2.7163 -0.5831
C 3.6596 -2.1621 -1.2363
H 10.8880 -1.2143 -2.2335
H 10.9686 0.4409 -1.7296
H 10.3399 -0.8152 -0.6521
H 8.4934 0.6433 -1.8476
H 8.9560 -0.1675 -3.3102
H 5.6103 0.5566 -3.9665
H 6.9959 -0.0232 -4.8155
H 4.2707 -1.4523 -5.2655
H 4.8292 0.0366 -6.1030
H 5.7848 -1.4521 -6.1894
H 4.8759 -3.7762 -0.3249
H 5.1308 -2.1917 0.3491
H 2.8073 -2.3824 -0.5913
H 3.6010 -1.1118 -1.5180
H 3.5512 -2.6560 -2.2105
C -2.1636 -3.4180 3.2983
C -1.6414 -2.1021 3.8789
O -2.6512 -1.6596 4.8154
P -2.7269 -0.1089 5.2141
O -1.6989 0.3774 6.1645
O -4.1907 0.0334 5.7708
C -4.5219 0.2197 7.1412
C -3.9321 -0.8265 8.0697
O -2.7589 0.5911 3.7826
C -1.9908 1.7788 3.4980
C -2.7990 3.0340 3.7804
H -1.6486 -3.5347 2.3353
H -1.9200 -4.2954 3.8949
H -3.2151 -3.4569 3.0172
H -0.7223 -2.2833 4.4367
H -1.4644 -1.3866 3.0766
H -4.3144 1.2458 7.4555
H -5.6081 0.1270 7.2118
H -2.8516 -0.9267 8.0260
H -4.2397 -0.5687 9.0854
H -4.3883 -1.7841 7.8098
H -1.0601 1.7426 4.0637
H -1.7496 1.7001 2.4389
H -3.7142 3.0251 3.1963
H -2.9893 3.0115 4.8568
H -2.1494 3.8921 3.6086
*
```

Mulliken population analysis, charges in e, atoms 1 to 2: 2.33, -0.54

---

3.
One molecule with the formula C4H5NO2, computed with ωB97M-V/def2-TZVPD.

ORCA input file:
```
! RIJCOSX wB97M-V def2-TZVPD def2/J DEFGRID3
* xyz 0 1
O -0.5992 2.2880 -1.7837
C -0.8084 1.1855 -1.3450
C -0.2284 0.7183 -0.0398
C -1.1118 -0.0231 0.8915
N 0.0360 -0.7491 0.0519
C 1.2479 -1.1736 0.6682
O 1.6831 -2.2812 0.5488
H -1.4815 0.4634 -1.8520
H 0.6344 1.3205 0.2635
H -0.3737 -1.4151 -0.5955
H -0.6927 0.0423 1.9063
H 1.6944 -0.3759 1.2859
*
```

Mulliken population analysis, charges in e, atoms 1 to 2: -0.45, -0.27

---

Gap between HOMO and LUMO per entry: 8.0 8.5 9.1 eV
Relative energy (zero: lowest compared OMol25 entry of this formula, charge and spin) per entry: 0.00 0.00 410.92 kJ/mol